No. 1
{
  "formula": "C25H46AsBF2N4OSSi2V",
  "method": "ωB97M-V/def2-TZVPD",
  "e_tot_ev": -153906.782,
  "spin_multiplicity": 3,
  "s_squared": 2.1078,
  "charge": 1,
  "symbols": ["V", "C", "C", "N", "C", "C", "C", "C", "C", "C", "C", "N", "C", "C", "N", "N", "H", "H", "H", "H", "H", "H", "H", "H", "H", "H", "H", "H", "H", "H", "H", "H", "H", "H", "C", "C", "C", "C", "C", "C", "C", "S", "C", "O", "H", "H", "H", "H", "H", "H", "H", "H", "H", "H", "C", "Si", "C", "C", "As", "Si", "C", "C", "C", "H", "H", "H", "H", "H", "H", "H", "H", "H", "H", "H", "H", "H", "H", "H", "H", "H", "H", "F", "B", "F"],
  "coordinates": [[-15.205914, 11.181106, 4.152391], [-16.133042, 11.167666, 1.039706], [-17.009856, 12.186845, 1.772461], [-16.402531, 12.684175, 2.958053], [-15.555494, 13.880484, 2.562048], [-14.103873, 13.510909, 2.541700], [-13.233170, 14.357744, 1.807247], [-11.894353, 13.962426, 1.778494], [-11.463214, 12.794362, 2.461647], [-12.438301, 12.040022, 3.108792], [-12.054434, 10.834307, 3.980748], [-13.260569, 9.932933, 3.943346], [-13.350628, 9.075648, 2.672302], [-14.105579, 9.754054, 1.526665], [-15.475563, 10.331453, 2.040516], [-13.722841, 12.427689, 3.190993], [-16.725350, 10.570196, 0.286981], [-15.296567, 11.784269, 0.622020], [-17.262836, 12.962893, 1.072922], [-17.910967, 11.682364, 2.162030], [-17.182712, 13.049044, 3.506840], [-15.772225, 14.109944, 1.556373], [-15.685344, 14.754259, 3.235398], [-13.642230, 15.251857, 1.370783], [-11.173154, 14.556635, 1.229640], [-10.429917, 12.505805, 2.583334], [-11.145578, 10.453870, 3.554662], [-11.876849, 11.322024, 4.966128], [-13.139175, 9.323312, 4.763827], [-12.345507, 8.805088, 2.206522], [-13.864218, 8.201705, 3.026736], [-13.567053, 10.676152, 1.121726], [-14.281749, 9.200725, 0.599678], [-15.942281, 9.419486, 2.291504], [-11.180186, 5.367856, 5.542301], [-12.482247, 6.161040, 5.365113], [-13.366160, 5.702866, 4.398702], [-14.660342, 6.227767, 4.379708], [-14.995332, 7.237481, 5.302159], [-14.097512, 7.758227, 6.206037], [-12.822473, 7.205160, 6.153023], [-16.632177, 7.881913, 5.153195], [-17.079128, 8.281931, 6.901163], [-16.439907, 9.229981, 4.486432], [-11.010631, 5.280682, 6.649520], [-10.255635, 5.786309, 5.078037], [-11.284468, 4.344943, 5.184321], [-13.078668, 4.914755, 3.690608], [-15.437064, 5.823397, 3.732071], [-14.311679, 8.478877, 6.989988], [-12.048368, 7.486346, 6.903194], [-16.369698, 9.023629, 7.173445], [-17.057577, 7.291977, 7.442469], [-18.086190, 8.687300, 6.943417], [-15.981338, 10.265305, 9.558580], [-15.061709, 11.778898, 8.889436], [-13.655665, 11.834589, 10.084477], [-16.321578, 13.266168, 9.044016], [-14.044994, 11.643118, 6.745794], [-13.329013, 13.928466, 6.708224], [-12.997483, 14.678628, 8.451928], [-11.642148, 14.075438, 5.843116], [-14.392171, 15.053203, 5.690018], [-16.344601, 10.500467, 10.582062], [-15.408420, 9.352845, 9.678224], [-16.893116, 10.086118, 8.988974], [-13.009337, 12.721208, 9.990380], [-13.017472, 10.932634, 9.974360], [-13.968893, 11.785907, 11.137971], [-16.097478, 13.778338, 10.003720], [-17.314613, 12.816481, 9.162386], [-16.346206, 14.001803, 8.245853], [-12.210600, 14.185467, 8.958475], [-13.941914, 14.642663, 9.017418], [-12.673355, 15.754317, 8.311829], [-10.952004, 13.274534, 6.147182], [-11.314120, 15.071633, 6.030800], [-11.696567, 14.003566, 4.762129], [-15.440350, 14.828345, 5.841701], [-14.131131, 14.836522, 4.634505], [-14.146786, 16.102583, 5.860474], [-16.899588, 13.223297, 5.698569], [-16.398524, 11.988617, 5.728502], [-17.168415, 11.145733, 6.499127]],
  "forces_ev_per_angstrom": [[0.591, -0.547, -0.293], [0.279, 0.300, 0.211], [-1.500, -2.527, -0.488], [0.706, 2.411, 0.799], [0.420, -1.003, 1.955], [0.338, 1.356, -0.745], [0.411, -1.916, 1.177], [0.121, -0.157, 0.184], [-1.560, 0.573, -0.229], [1.087, 0.279, 0.764], [-1.939, 1.916, -1.112], [1.417, -0.412, -0.120], [1.010, 0.819, -0.172], [-1.095, 3.173, 0.107], [1.929, -2.967, 0.322], [0.196, -0.213, -0.238], [0.828, 0.886, 0.488], [-0.681, -0.756, -0.432], [-0.528, 0.396, -0.278], [-0.005, 0.064, -0.714], [0.523, 0.002, 0.189], [-0.641, 0.800, -1.071], [-0.261, -0.615, -0.411], [0.215, 0.126, -0.307], [0.032, 0.023, 0.112], [0.089, 0.063, -0.413], [0.431, -0.822, 0.109], [-0.270, -1.025, -0.247], [-0.318, 0.016, -0.656], [-0.975, 0.134, 1.068], [-0.131, -0.584, -0.259], [-0.304, -1.119, 0.823], [0.118, -0.710, 0.490], [-0.324, 1.601, -0.386], [0.306, 0.492, 1.179], [1.473, -1.963, -1.773], [-1.143, -0.042, -0.466], [0.301, 0.076, 0.484], [-0.705, -0.353, -0.153], [0.912, -0.519, 0.041], [0.900, 1.108, 2.561], [-0.913, 0.602, 0.499], [-0.021, -2.110, -0.912], [0.213, 0.413, -0.419], [0.128, 0.122, -0.984], [-0.847, -0.005, 0.312], [-0.144, 0.092, -0.148], [-0.169, 0.283, 0.461], [0.219, 0.168, -0.021], [-0.187, 0.092, -0.399], [-0.806, 0.120, -0.498], [0.515, 0.402, 0.714], [0.250, 1.204, -0.292], [0.021, 0.041, -0.334], [-0.786, 0.418, 0.161], [-1.048, 0.438, 0.092], [1.295, 0.154, 0.685], [0.682, -0.852, 0.899], [-0.410, 0.300, -0.474], [1.154, -0.074, 0.543], [-1.172, 1.228, -1.489], [-0.621, -1.396, -0.216], [0.005, -0.150, -0.670], [0.315, 0.175, -0.450], [0.224, -0.185, -0.274], [0.019, -0.223, -0.054], [-0.215, -0.522, 0.076], [-0.270, 0.454, -0.239], [-0.286, 0.167, -0.265], [-0.118, -0.141, -0.493], [0.080, 0.159, -0.176], [0.090, -0.060, -0.116], [0.710, -0.567, 0.562], [0.515, 0.187, 0.109], [-0.504, -1.054, 0.094], [0.127, 0.600, 0.262], [0.757, 0.682, 0.462], [-0.295, -0.054, -0.265], [-0.211, 0.390, -0.020], [-0.168, 0.134, 0.559], [-0.166, 0.010, 0.140], [-0.458, 1.172, 0.187], [0.221, -1.494, 0.207], [0.026, 0.319, 0.088]]
}

***

No. 2
{
  "formula": "C3H4NO",
  "method": "ωB97M-V/def2-TZVPD",
  "e_tot_ev": -6708.614,
  "charge": -1,
  "symbols": ["C", "C", "C", "N", "O", "H", "H", "H", "H"],
  "coordinates": [[-1.755751, 0.894079, 0.032774], [-1.090040, -0.104983, -0.009253], [0.186995, -0.688130, 0.281242], [1.336861, -0.246136, -0.487411], [2.076913, 0.642386, 0.207198], [-2.472326, 1.639672, -0.054997], [0.231499, -1.843446, 0.178700], [0.410033, -0.368012, 1.293735], [1.075817, 0.074567, -1.441990]],
  "forces_ev_per_angstrom": [[-0.965, -0.187, -0.527], [0.334, 0.925, 0.314], [1.189, -3.316, -0.530], [0.030, -1.151, -1.470], [0.782, 1.575, 0.570], [-0.696, 0.835, -0.036], [-0.666, 1.490, 0.596], [0.202, -0.368, 0.250], [-0.210, 0.197, 0.833]]
}

***

No. 3
{
  "formula": "C4H13N3",
  "method": "ωB97M-V/def2-TZVPD",
  "e_tot_ev": -8828.569,
  "symbols": ["C", "N", "C", "C", "N", "C", "N", "H", "H", "H", "H", "H", "H", "H", "H", "H", "H", "H", "H", "H"],
  "coordinates": [[1.854856, -0.084795, -0.025370], [2.595398, -1.306756, -0.359646], [0.352535, -0.347602, -0.043733], [-0.077381, -1.563170, 0.787048], [-0.355376, 0.904949, 0.176472], [-1.655589, 0.989972, -0.529351], [-2.445510, 2.001996, 0.146401], [2.151001, 0.187065, 0.991912], [2.073630, 0.827996, -0.592720], [2.203147, -1.799211, -1.136166], [3.570348, -1.093127, -0.537908], [0.013890, -0.648251, -1.052773], [0.188317, -2.490925, 0.293416], [0.271601, -1.428386, 1.813640], [-1.168084, -1.618515, 0.861191], [-0.589028, 1.137929, 1.132477], [-2.205666, 0.059971, -0.364752], [-1.383369, 1.255303, -1.555240], [-1.987963, 2.904618, 0.160763], [-3.406761, 2.110932, -0.165653]],
  "forces_ev_per_angstrom": [[-0.056, -0.368, 0.424], [0.351, 0.665, 0.520], [-0.588, -0.245, -0.832], [-0.649, 0.849, 0.456], [-0.828, 0.529, 0.004], [0.693, 0.390, 0.975], [-0.084, 0.318, 0.328], [-0.168, -0.045, 0.218], [-0.063, -0.343, -0.480], [-0.103, -0.065, -0.575], [-0.165, -0.194, -0.100], [0.635, 0.300, -0.158], [0.594, -0.143, 0.379], [0.301, -0.586, -0.060], [-0.061, 0.277, -0.110], [0.378, -0.419, 0.393], [-0.092, -0.173, -0.813], [-0.501, -0.522, -0.263], [-0.026, -0.016, -0.193], [0.431, -0.209, -0.111]]
}